No. 1
This record from the OMol25 dataset describes an isolated molecule of C3H9ClNP at a distorted geometry. The level of theory is ωB97M-V/def2-TZVPD.

Relative energy (zero: lowest compared OMol25 entry of this formula, charge and spin) = 34.0 kcal/mol
2S+1 = 3
E_tot = -26552.95270 eV
⟨S²⟩ = 2.006
Strongest force on any atom = 4.56 eV Å⁻¹
LUMO (spin up / spin down) = 0.8 / -2.6 eV

Geometry (Å):
C  0.92406  0.96381  -1.02709
C  0.12142  -0.41977  1.53195
C  0.71539  -0.48625  -0.91184
N  -0.23354  -0.82945  0.15884
P  -1.98085  -0.53872  -0.43760
Cl  -2.50407  1.27213  0.28699
H  1.21730  1.49870  -0.17249
H  1.61133  1.17913  -1.82215
H  -0.00263  1.58285  -1.41349
H  -0.82185  0.21299  1.95053
H  0.44673  -1.28585  2.16490
H  1.01985  0.16218  1.43376
H  0.26872  -1.04531  -1.80790
H  1.73752  -1.04608  -0.65236
H  -2.51938  -1.22036  0.71794

Results of the Löwdin charge analysis, in e, for atoms 1 through 5: number 1, C, carries -0.141; number 2, C, carries -0.130; number 3, C, carries -0.348; number 4, N, carries -0.331; number 5, P, carries 0.305

No. 2
This record from the OMol25 dataset describes a cluster of 2 separate species, C12H17N in total at a distorted geometry. The level of theory is ωB97M-V/def2-TZVPD.

Charge = +1
Relative energy (zero: lowest compared OMol25 entry of this formula, charge and spin) = 9.4 kcal/mol
2S+1 = 2
E_tot = -14202.37570 eV
⟨S²⟩ = 0.776
Strongest force on any atom = 1.50 eV Å⁻¹
LUMO (spin up / spin down) = -3.8 / -6.9 eV

Geometry (Å):
C  -2.72893  1.96712  1.04485
C  -2.55664  1.24439  -0.30082
C  -2.24624  3.41733  1.04336
H  -2.21374  1.42387  1.83977
H  -3.78540  1.93227  1.27278
H  -1.58641  0.76041  -0.39763
H  -3.24993  0.40496  -0.38077
H  -2.43591  3.81070  2.03935
H  -2.71799  1.97287  -1.09624
H  -2.82725  4.01511  0.34382
H  -1.18893  3.46165  0.77647
C  1.31029  0.90337  -2.53517
C  0.72797  -0.75923  -0.62439
C  1.42074  0.33969  -1.16268
C  1.29072  -1.03603  0.64232
C  2.41250  0.67864  -0.20366
C  -0.81804  -2.52340  -0.17185
C  -0.33994  -2.62957  1.13664
C  -0.29799  -1.61337  -1.08745
C  0.87888  -2.02014  1.48974
N  2.36553  -0.13194  0.83450
H  -1.77017  -2.96525  -0.43102
H  -0.83977  -3.35446  1.75590
H  -0.77421  -1.65514  -2.05591
H  1.43219  -2.28952  2.37723
H  2.16690  1.53365  -2.76873
H  0.35051  1.38371  -2.72605
H  3.13647  1.47869  -0.29798
H  2.74820  0.08816  1.74587
H  1.39521  0.04898  -3.21242

Results of the Löwdin charge analysis, in e, for atoms 1 through 5: number 1, C, carries -0.317; number 2, C, carries -0.112; number 3, C, carries -0.119; number 4, H, carries 0.094; number 5, H, carries 0.096

No. 3
This record from the OMol25 dataset describes an isolated molecule of C4H9NS at a distorted geometry. The level of theory is ωB97M-V/def2-TZVPD.

Relative energy (zero: lowest compared OMol25 entry of this formula, charge and spin) = 26.4 kcal/mol
2S+1 = 1
E_tot = -16618.31022 eV
Structure (SMILES) = CCC/C=N/S
Strongest force on any atom = 1.74 eV Å⁻¹
LUMO = 1.0 eV

Geometry (Å):
C  -0.10763  2.14799  1.16817
C  -1.09139  1.86838  0.04727
C  -0.45568  1.24454  -1.21903
C  0.26490  -0.09939  -1.00611
N  -0.08242  -0.82884  -0.04845
S  0.76259  -2.24927  0.37050
H  0.45149  1.24414  1.43544
H  -0.66843  2.50688  2.01396
H  0.60687  2.97311  0.85621
H  -1.86464  1.21706  0.45702
H  -1.59482  2.77702  -0.29368
H  -1.27151  1.11094  -1.88325
H  0.21793  1.93495  -1.68282
H  1.01472  -0.36906  -1.73509
H  -0.17739  -2.57402  1.30154

Results of the Löwdin charge analysis, in e, for atoms 1 through 5: number 1, C, carries -0.122; number 2, C, carries -0.278; number 3, C, carries -0.176; number 4, C, carries -0.281; number 5, N, carries -0.402

No. 4
This record from the OMol25 dataset describes a structure of composition C40H36CaF3NO2Sb. The level of theory is ωB97M-V/def2-TZVPD.

Charge = -1
2S+1 = 1
E_tot = -80780.97865 eV
Strongest force on any atom = 0.52 eV Å⁻¹
LUMO = 2.5 eV

Geometry (Å):
Ca  -0.60964  0.55363  0.38439
C  -1.97367  -1.83570  0.47348
C  -2.86878  -0.81702  0.86029
C  -2.51919  -0.40275  2.16354
C  -1.40863  -1.16215  2.57469
C  -1.06550  -2.04448  1.53187
H  -2.00490  -2.39437  -0.45205
H  -3.68769  -0.43020  0.26766
H  -3.01963  0.36374  2.73746
H  -0.93323  -1.11867  3.54430
H  -0.27431  -2.78200  1.55635
C  4.38051  -1.53537  -1.41733
C  3.13326  -0.69329  -1.20241
O  2.16767  -1.21840  -0.66704
C  3.15969  0.72411  -1.63171
C  4.35561  1.30061  -2.08718
C  4.44225  2.62919  -2.44204
C  3.29268  3.42671  -2.33181
C  2.09793  2.90107  -1.91119
C  1.97987  1.52401  -1.56999
O  0.85579  1.03130  -1.21019
H  4.13685  -2.56210  -1.15317
H  5.19849  -1.18416  -0.78590
H  4.72502  -1.48440  -2.44889
H  5.24310  0.68503  -2.16390
H  5.37873  3.04302  -2.78939
H  3.34432  4.48120  -2.58111
H  1.20501  3.50663  -1.80880
C  2.26773  0.88079  2.21301
N  1.00152  1.59528  2.13669
C  0.40271  1.68923  3.46112
C  1.21487  2.94579  1.59657
C  -0.06841  3.67540  1.23822
C  -0.07152  5.05786  1.39983
C  -1.18109  5.80142  1.02371
C  -2.28057  5.13922  0.49888
C  -2.25127  3.75416  0.36400
C  -1.15724  2.94754  0.71566
H  2.96153  1.36456  2.92183
H  2.73515  0.85474  1.22814
H  2.09497  -0.14492  2.54325
H  1.06806  2.24782  4.14250
H  0.23460  0.69420  3.86725
H  -0.55437  2.20546  3.40072
H  1.84922  2.83815  0.71229
H  1.79532  3.53523  2.33099
H  0.79448  5.55969  1.82169
H  -1.18667  6.87814  1.15034
H  -3.15913  5.70194  0.20153
H  -3.14800  3.28799  -0.04358
F  -4.33898  -2.66087  -7.74115
C  -3.48462  -2.36944  -6.73089
C  -3.83319  -2.72767  -5.44321
C  -2.95422  -2.41829  -4.41683
C  -1.74409  -1.77330  -4.66298
C  -1.43441  -1.43614  -5.97593
C  -2.30167  -1.72626  -7.02318
Sb  -0.47051  -1.31217  -2.99955
C  1.18433  -0.62066  -4.13983
C  2.24027  -1.43783  -4.52733
C  3.33148  -0.92397  -5.21731
C  3.34416  0.42288  -5.51028
F  4.41629  0.93462  -6.15889
C  2.31873  1.27097  -5.14889
C  1.24446  0.73544  -4.45636
C  0.19441  -3.32305  -2.74778
C  0.24926  -4.22983  -3.80430
C  0.67649  -5.53570  -3.61600
C  1.04710  -5.91603  -2.34086
F  1.47126  -7.18817  -2.14495
C  0.99773  -5.05910  -1.26400
C  0.56269  -3.75688  -1.47760
H  -4.77294  -3.23023  -5.26010
H  -3.23619  -2.69718  -3.40702
H  -0.49666  -0.94169  -6.20324
H  -2.06849  -1.46486  -8.04657
H  2.23741  -2.49128  -4.28258
H  4.16630  -1.54527  -5.51361
H  2.38912  2.32792  -5.36272
H  0.46345  1.41042  -4.12368
H  -0.05316  -3.92163  -4.79933
H  0.71893  -6.24967  -4.42641
H  1.29171  -5.40643  -0.28325
H  0.53217  -3.07549  -0.63952

Results of the Löwdin charge analysis, in e, for atoms 1 through 5: number 1, Ca, carries 1.280; number 2, C, carries -0.271; number 3, C, carries -0.251; number 4, C, carries -0.223; number 5, C, carries -0.219